[1]
Here is a structure of composition C7H15ClMgNO3 at a distorted geometry from the Open Molecules 2025 dataset. Energies are from wB97M-V/def2-TZVPD.

Structure (XYZ):
```
28
C7H15ClMgNO3, DFT wB97M-V/def2-TZVPD
Mg 2.44 1.30 3.19
Cl 1.80 -0.55 2.14
C 2.32 1.03 -1.17
O 1.91 2.18 -1.11
N 2.18 0.21 -2.22
C 2.64 -1.17 -2.15
C 1.61 0.67 -3.47
H 2.80 0.55 -0.31
H 2.11 -1.78 -2.88
H 2.44 -1.59 -1.17
H 3.72 -1.27 -2.32
H 1.12 1.63 -3.32
H 2.39 0.83 -4.21
H 0.86 -0.03 -3.81
O -1.26 -0.58 3.18
C -1.78 0.35 2.63
O -1.96 0.44 1.31
C -1.55 -0.69 0.51
C -2.72 -1.62 0.27
C -2.38 1.56 3.33
H -0.75 -1.23 1.01
H -1.25 -0.26 -0.44
H -3.61 -1.05 -0.04
H -2.98 -2.20 1.15
H -2.49 -2.30 -0.55
H -2.45 1.36 4.39
H -3.37 1.76 2.92
H -1.76 2.44 3.15
```

As for the calculated total energy: -1216.2382 a.u. For the maximum force, the calculation gives 0.029 hartree/bohr. The value obtained for the frontier orbital gap is 4.1 eV. The energy above the lowest of the compared OMol25 structures with the same formula, charge and spin comes out at 68.4 kcal/mol. Its lowest unoccupied orbital energy is -7.791 eV. The spin multiplicity is 1. Its charge is +1.


[2]
Here is a cluster of 2 separate species, C4H12N3 in total at a distorted geometry from the Open Molecules 2025 dataset. Energies are from wB97M-V/def2-TZVPD.

Structure (XYZ):
```
19
C4H12N3, DFT wB97M-V/def2-TZVPD
C -2.14 0.13 0.67
C -2.05 -0.84 -0.59
C -0.81 -1.78 -0.54
N 3.82 1.12 -0.31
C 2.53 1.02 0.35
N 1.61 0.26 -0.17
N -0.80 0.86 0.80
H -2.95 0.87 0.41
H -2.44 -0.51 1.59
H -3.02 -1.47 -0.39
H -2.14 -0.19 -1.46
H -1.15 -2.69 0.04
H -0.54 -2.16 -1.55
H 4.05 2.07 -0.64
H 4.01 0.34 -0.96
H 2.61 1.79 1.10
H 0.07 -1.24 -0.17
H -0.88 1.55 1.51
H 0.21 0.87 0.29
```

As for the calculated total energy: -323.3806 a.u. For the maximum force, the calculation gives 0.069 hartree/bohr. The value obtained for the frontier orbital gap is 5.2 eV. The energy above the lowest of the compared OMol25 structures with the same formula, charge and spin comes out at 186.8 kcal/mol. Its lowest unoccupied orbital energy is -8.661 eV. The spin multiplicity is 1. Its charge is +1.